1.
ORCA calculation (the ωB97M-V functional and the def2-TZVPD basis) on a molecular structure, C6H8BrNO at a distorted geometry.

Geometry as XYZ:
```
17
C6H8BrNO, DFT the ωB97M-V functional and the def2-TZVPD basis
C -0.16 -1.76 0.27
C -1.41 -2.35 0.16
C -0.23 -0.40 0.17
C -2.10 -0.31 -0.45
C 1.96 0.38 -0.53
C 0.29 1.99 0.16
N 0.56 0.60 -0.14
O -2.40 -1.59 -0.11
Br -3.38 0.90 0.28
H 0.65 -2.33 0.72
H -1.58 -3.34 0.57
H 2.43 1.47 -0.67
H 2.48 -0.23 0.09
H 2.02 -0.18 -1.45
H 0.88 2.65 -0.53
H -0.79 2.17 0.38
H 0.78 2.32 1.08
```

Net charge: 0
Orbital gap (alpha / beta) (eV): 7.6 / 7.6
LUMO (alpha / beta) (eV): 0.3934 / 0.3936
Energy relative to the best compared isomer or geometry (same formula, charge and spin) (kJ/mol): 328.6
Max |F| (eV/A): 5.32

Results of the Mulliken charge analysis, in e, for atoms 1 through 4:
1 C -0.815
2 C -0.035
3 C 0.609
4 C -0.303

---

2.
ORCA calculation (the ωB97M-V functional and the def2-TZVPD basis) on a single C6H8Cl2N2 molecule at a distorted geometry.

Geometry as XYZ:
```
18
C6H8Cl2N2, DFT the ωB97M-V functional and the def2-TZVPD basis
C 0.56 2.64 0.17
C 0.94 2.43 1.52
C 0.09 1.71 -0.64
C -0.08 0.29 -0.56
C 1.21 -0.56 -0.55
C -1.76 -1.33 -0.24
N 1.23 1.26 1.92
N -1.30 -0.08 -0.50
Cl -0.39 2.24 -2.27
Cl 1.73 1.06 3.58
H 0.52 3.72 -0.09
H 0.84 3.43 2.02
H 0.92 -1.66 -0.38
H 1.67 0.09 0.19
H 1.74 -0.54 -1.50
H -2.48 -1.18 0.54
H -2.19 -1.79 -1.18
H -1.01 -2.11 0.01
```

Net charge: 0
Orbital gap (alpha / beta) (eV): 7.2 / 5.9
Spin multiplicity: 3
Expectation value of S²: 2.01
LUMO (alpha / beta) (eV): 0.6097 / -3.3196
Max |F| (eV/A): 7.60

Results of the Mulliken charge analysis, in e, for atoms 1 through 4:
1 C -0.383
2 C 0.099
3 C 0.117
4 C 0.571

---

3.
ORCA calculation (the ωB97M-V functional and the def2-TZVPD basis) on a gas-phase ion, C6H8Cl2NS (charge +1).

Geometry as XYZ:
```
18
C6H8Cl2NS, DFT the ωB97M-V functional and the def2-TZVPD basis
C -2.34 0.53 2.08
C -1.15 0.00 1.36
Cl -0.65 -1.61 1.75
C -0.45 0.69 0.47
Cl -0.80 2.33 0.10
N 0.66 0.16 -0.26
C 1.84 0.70 -0.27
S 2.95 0.05 -1.38
C 1.52 -0.70 -2.27
C 0.62 -1.07 -1.12
H -2.03 1.25 2.84
H -2.88 -0.28 2.57
H -3.01 1.03 1.39
H 2.09 1.53 0.38
H 1.10 0.12 -2.85
H 1.80 -1.53 -2.91
H 1.11 -1.84 -0.51
H -0.39 -1.38 -1.36
```

Net charge: +1
Orbital gap (eV): 8.5
LUMO (eV): -4.7311
Max |F| (eV/A): 0.46

Results of the Mulliken charge analysis, in e, for atoms 1 through 4:
1 C -1.277
2 C 0.580
3 Cl -0.152
4 C -0.012

---

4.
ORCA calculation (the ωB97M-V functional and the def2-TZVPD basis) on a single C6H8Cl2S2 molecule at a distorted geometry.

Geometry as XYZ:
```
18
C6H8Cl2S2, DFT the ωB97M-V functional and the def2-TZVPD basis
Cl -0.06 -1.41 2.79
Cl 1.21 -1.32 -2.05
S -0.92 1.62 1.61
S 0.30 2.39 0.14
C 1.24 -0.67 0.55
C -1.32 0.45 -0.78
C -0.16 -1.06 1.03
C 1.23 0.00 -0.87
C -1.25 0.05 0.71
C 0.08 1.01 -1.06
H 1.90 -1.55 0.56
H 1.60 0.06 1.26
H -1.49 -0.40 -1.44
H -2.10 1.20 -0.95
H -0.43 -1.99 0.53
H 2.21 0.54 -1.02
H -2.18 -0.34 1.07
H 0.14 1.40 -2.10
```

Structure (SMILES): Cl[C@@H]1C[C@@H](Cl)[C@H]2C[C@@H]1SS2
Net charge: 0
Orbital gap (eV): 8.7
LUMO (eV): 0.5572
Energy relative to the best compared isomer or geometry (same formula, charge and spin) (kJ/mol): 0.0
Max |F| (eV/A): 1.63

Results of the Mulliken charge analysis, in e, for atoms 1 through 4:
1 Cl -0.185
2 Cl -0.182
3 S -0.055
4 S -0.087

---

5.
ORCA calculation (the ωB97M-V functional and the def2-TZVPD basis) on 2 unconnected molecules or ions with the total composition C6H8ClN3O at a distorted geometry.

Geometry as XYZ:
```
19
C6H8ClN3O, DFT the ωB97M-V functional and the def2-TZVPD basis
C -2.71 -0.30 1.93
C -2.52 -0.03 -0.13
C -1.48 2.22 0.07
C 2.60 0.55 -0.99
C 0.90 -0.96 -0.17
C 1.60 0.16 -0.07
N -2.80 -0.98 0.68
N -2.43 0.95 1.84
N -2.28 1.17 0.52
O -1.17 2.41 -1.05
Cl 1.28 1.34 1.20
H -3.02 -0.85 2.79
H -2.61 -0.04 -1.21
H 2.29 1.40 -1.63
H 3.52 0.58 -0.50
H 2.63 -0.41 -1.53
H 0.15 -1.22 0.57
H 1.07 -1.84 -0.87
H -1.18 2.80 0.96
```

Net charge: 0
Orbital gap (alpha / beta) (eV): 6.6 / 5.3
Spin multiplicity: 3
Expectation value of S²: 2.01
LUMO (alpha / beta) (eV): 0.8511 / -4.4583
Energy relative to the best compared isomer or geometry (same formula, charge and spin) (kJ/mol): 264.9
Max |F| (eV/A): 6.60

Results of the Mulliken charge analysis, in e, for atoms 1 through 4:
1 C -0.101
2 C -0.199
3 C -0.127
4 C -0.950

---

6.
ORCA calculation (the ωB97M-V functional and the def2-TZVPD basis) on a single C6H8ClNO4 molecule at a distorted geometry.

Geometry as XYZ:
```
20
C6H8ClNO4, DFT the ωB97M-V functional and the def2-TZVPD basis
C -0.84 0.23 -0.25
C -1.88 0.13 0.65
C 0.41 -0.01 0.41
C 3.61 0.10 -1.06
C 2.77 -0.40 0.10
C -4.05 -0.33 -0.29
N -2.99 0.46 -0.21
O 0.48 0.08 1.68
O -2.71 1.49 -0.91
O -1.98 0.20 1.99
O 1.44 -0.23 -0.36
Cl -4.46 -1.48 0.95
H -1.15 0.07 -1.23
H 3.47 1.17 -1.15
H 4.69 -0.16 -1.05
H 3.21 -0.32 -1.99
H 3.09 0.20 0.97
H 2.84 -1.47 0.37
H -4.92 0.05 -0.90
H -1.02 0.20 2.30
```

Structure (SMILES): CCOC(=O)/C=C(O)/[N+]([O-])=C\Cl
Net charge: 0
Orbital gap (alpha / beta) (eV): 8.6 / 8.6
LUMO (alpha / beta) (eV): -0.2900 / -0.2888
Energy relative to the best compared isomer or geometry (same formula, charge and spin) (kJ/mol): 163.1
Max |F| (eV/A): 4.72

Results of the Mulliken charge analysis, in e, for atoms 1 through 4:
1 C -0.558
2 C 0.323
3 C 0.547
4 C -1.124

---

7.
ORCA calculation (the ωB97M-V functional and the def2-TZVPD basis) on a molecular structure, C6H8CoO5S at a distorted geometry.

Geometry as XYZ:
```
21
C6H8CoO5S, DFT the ωB97M-V functional and the def2-TZVPD basis
Co 0.14 0.31 -2.32
O 0.21 3.21 -2.27
C 0.19 2.05 -2.31
C 0.20 -1.42 -2.04
O 0.19 -2.55 -1.85
C 1.90 0.22 -2.25
O 3.05 0.15 -2.27
C -1.58 0.22 -2.13
O -2.72 0.13 -1.97
H 0.16 0.58 -3.95
H 0.16 -0.20 -4.00
C -0.49 -1.54 3.25
S 0.37 -0.57 1.97
C -0.32 1.06 2.32
O 1.84 -0.48 2.30
H -1.53 -1.18 3.27
H 0.00 -1.47 4.24
H -0.49 -2.59 2.92
H -0.63 1.10 3.38
H 0.49 1.78 2.09
H -1.15 1.20 1.62
```

Net charge: +3
Orbital gap (alpha / beta) (eV): 4.0 / 4.9
Spin multiplicity: 5
Expectation value of S²: 6.02
LUMO (alpha / beta) (eV): -13.0964 / -19.1128
Max |F| (eV/A): 7.73

Results of the Mulliken charge analysis, in e, for atoms 1 through 4:
1 Co 0.296
2 O -0.130
3 C 0.445
4 C 0.154

---

8.
ORCA calculation (the ωB97M-V functional and the def2-TZVPD basis) on a molecular structure, C6H8CrLiO6 at a distorted geometry.

Geometry as XYZ:
```
22
C6H8CrLiO6, DFT the ωB97M-V functional and the def2-TZVPD basis
Cr 0.06 2.34 -0.46
O -1.83 2.04 0.28
O -1.53 -0.22 0.01
C 2.41 0.74 -1.00
C 1.32 1.40 -1.83
O -2.02 0.73 2.13
C -1.88 1.05 0.99
H 3.07 0.09 -1.57
H 3.03 1.49 -0.48
H 0.83 0.65 -2.47
H 1.84 2.10 -2.52
Li -0.10 0.71 2.99
O 0.82 1.44 1.16
O 1.91 -0.18 0.02
C -1.96 -1.35 0.28
C -1.38 -2.56 -0.30
O 0.87 -0.63 1.91
C 1.21 0.22 1.06
H -2.76 -1.43 1.04
H -2.04 -2.92 -1.10
H -0.37 -2.41 -0.69
H -1.53 -3.29 0.53
```

Net charge: +2
Orbital gap (alpha / beta) (eV): 7.7 / 9.9
Spin multiplicity: 4
Expectation value of S²: 4.14
LUMO (alpha / beta) (eV): -10.9385 / -8.7989
Max |F| (eV/A): 3.62

Results of the Mulliken charge analysis, in e, for atoms 1 through 4:
1 Cr 0.978
2 O -0.755
3 O -0.224
4 C -0.577

---

9.
ORCA calculation (the ωB97M-V functional and the def2-TZVPD basis) on a single C6H8F2 molecule at a distorted geometry.

Geometry as XYZ:
```
16
C6H8F2, DFT the ωB97M-V functional and the def2-TZVPD basis
C 1.22 0.07 0.59
C -0.26 0.25 1.07
C -0.83 1.08 -0.10
C -0.20 0.41 -1.35
C 0.60 -0.70 -0.56
C -0.46 -1.17 0.43
H 1.79 0.97 0.34
H -0.51 0.49 2.11
H -1.92 1.02 -0.12
H -0.50 2.10 0.02
H 0.43 1.13 -1.87
H -0.98 0.10 -2.01
H 1.20 -1.42 -1.14
H -1.43 -1.39 0.01
F 2.01 -0.67 1.42
F -0.17 -2.28 1.15
```

Structure (SMILES): F[C@H]1[C@@H]2CC[C@H]1[C@@H]2F
Net charge: 0
Orbital gap (eV): 11.8
LUMO (eV): 1.0332
Energy relative to the best compared isomer or geometry (same formula, charge and spin) (kJ/mol): 48.8
Max |F| (eV/A): 1.78

Results of the Mulliken charge analysis, in e, for atoms 1 through 4:
1 C 0.146
2 C -0.566
3 C -0.719
4 C -0.735

---

10.
ORCA calculation (the ωB97M-V functional and the def2-TZVPD basis) on a gas-phase ion, C6H8F2NO2 (charge +1) at a distorted geometry.

Geometry as XYZ:
```
19
C6H8F2NO2, DFT the ωB97M-V functional and the def2-TZVPD basis
C 0.99 -0.55 -2.26
C 0.05 0.31 -2.03
C 1.38 -1.60 -1.13
C -0.21 -0.45 0.23
C -0.31 1.86 1.17
C 0.52 0.63 0.95
N -1.50 -1.03 0.79
O 2.28 -2.34 -1.19
O 0.54 -1.51 -0.01
F 1.61 -0.81 -3.36
F -0.20 1.59 -2.31
H -1.30 1.66 1.69
H -0.59 2.34 0.29
H 0.18 2.52 1.81
H 0.76 0.17 2.03
H 1.39 0.93 0.42
H -2.30 -1.11 0.15
H -1.86 -0.57 1.61
H -1.43 -2.05 1.14
```

Net charge: +1
Orbital gap (eV): 8.8
LUMO (eV): -4.9772
Energy relative to the best compared isomer or geometry (same formula, charge and spin) (kJ/mol): 312.7
Max |F| (eV/A): 4.34

Results of the Mulliken charge analysis, in e, for atoms 1 through 4:
1 C 0.468
2 C 0.236
3 C 0.362
4 C -0.214

---

11.
ORCA calculation (the ωB97M-V functional and the def2-TZVPD basis) on a gas-phase ion, C6H8F3N5O (charge +2) at a distorted geometry.

Geometry as XYZ:
```
23
C6H8F3N5O, DFT the ωB97M-V functional and the def2-TZVPD basis
C -0.59 -0.87 -2.68
C 1.10 -1.68 -1.04
C 1.70 -0.06 0.89
C -0.26 1.16 1.92
C 1.09 -1.48 0.40
C 0.14 -2.36 1.24
N 0.43 -1.64 -2.19
N 1.01 0.81 1.87
N -1.02 0.02 -1.89
N 2.17 -2.05 -0.41
N -0.73 2.33 2.30
O 2.80 0.21 0.60
F -0.23 -3.40 0.45
F 0.59 -2.84 2.39
F -0.92 -1.54 1.60
H -0.95 -1.40 -3.58
H -0.98 0.49 1.50
H 0.92 -2.17 -3.01
H 1.74 1.46 2.12
H -1.80 0.56 -2.11
H 3.02 -2.57 -0.67
H -1.75 2.32 2.38
H -0.36 3.26 2.59
```

Structure (SMILES): [H]/N=C/NC1=[NH+][C@]1(C(=O)NC=[NH2+])C(F)(F)F
Net charge: +2
Orbital gap (eV): 10.3
LUMO (eV): -7.9463
Energy relative to the best compared isomer or geometry (same formula, charge and spin) (kJ/mol): 113.6
Max |F| (eV/A): 5.83

Results of the Mulliken charge analysis, in e, for atoms 1 through 4:
1 C 0.012
2 C -0.099
3 C 0.276
4 C 0.178

---

12.
ORCA calculation (the ωB97M-V functional and the def2-TZVPD basis) on a single C6H8FN molecule at a distorted geometry.

Geometry as XYZ:
```
16
C6H8FN, DFT the ωB97M-V functional and the def2-TZVPD basis
C 1.10 0.03 0.58
C 0.85 1.30 -0.34
C -0.62 0.81 -0.53
C -0.30 -0.63 1.01
C -0.61 -1.46 -0.13
C -0.82 -0.55 -1.16
H 1.92 0.11 1.63
H 0.81 2.37 -0.10
H 1.48 1.03 -1.23
H -1.26 1.53 -0.92
H -2.01 0.21 0.90
H 0.03 -1.02 1.95
H -0.63 -2.54 -0.23
H -0.98 -1.06 -2.10
N -1.00 0.59 0.93
F 2.05 -0.73 -0.26
```

Structure (SMILES): F[C@H]1C[C@H]2C=C[C@@H]1N2
Net charge: 0
Orbital gap (eV): 10.1
LUMO (eV): 0.9901
Energy relative to the best compared isomer or geometry (same formula, charge and spin) (kJ/mol): 349.2
Max |F| (eV/A): 6.85

Results of the Mulliken charge analysis, in e, for atoms 1 through 4:
1 C 0.203
2 C -0.970
3 C 0.007
4 C -0.375

---

no.,DFT total energy (a.u.)
1,-2937.2530
2,-1263.0801
3,-1606.4834
4,-1950.2087
5,-932.8908
6,-1049.1889
7,-2388.9744
8,-1736.2727
9,-433.1045
10,-637.9503
11,-881.3428
12,-387.9052